1.
Computed, not measured: a cluster of 2 separate species, C4H12 in total at a distorted geometry, with ωB97M-V/def2-TZVPD.

Output
ΔE to the lowest compared entry with this formula, charge and spin	7.4	kcal/mol
DFT total energy	-4342.2083	eV
orbital gap	12.73	eV

Bonds (Å) are listed after each position.
Element x y z (Å)
1 C 1.39 1.73 -1.00  C2 1.533, H3 1.092, H4 1.098, H5 1.091
2 C 2.57 1.43 -0.06  C1 1.533, H6 1.088, H7 1.092, H8 1.086
3 H 1.56 2.32 -1.90  C1 1.092
4 H 1.11 0.75 -1.41  C1 1.098
5 H 0.51 2.14 -0.51  C1 1.091
6 H 3.36 0.96 -0.64  C2 1.088
7 H 2.23 0.64 0.62  C2 1.092
8 H 2.82 2.32 0.51  C2 1.086
9 C -2.32 -2.19 0.32  C10 1.542, H11 1.092, H12 1.086, H13 1.087
10 C -1.61 -0.89 0.75  C9 1.542, H14 1.089, H15 1.098, H16 1.089
11 H -3.39 -2.00 0.33  C9 1.092
12 H -2.01 -2.47 -0.68  C9 1.086
13 H -2.17 -3.01 1.02  C9 1.087
14 H -1.32 -0.21 -0.06  C10 1.089
15 H -0.67 -1.23 1.20  C10 1.098
16 H -2.09 -0.29 1.52  C10 1.089

Quick look at the Mulliken charges, all values in e:
1 C -0.838
2 C -0.739
3 H 0.335
4 H 0.224
5 H 0.267
6 H 0.268
7 H 0.212
8 H 0.272
9 C -0.843
10 C -0.721
11 H 0.248
12 H 0.282
13 H 0.275
14 H 0.214
15 H 0.219
16 H 0.325

=====

2.
Computed, not measured: a cluster of 6 separate species, C18H50N2O6 in total at a distorted geometry, with ωB97M-V/def2-TZVPD.

Output
DFT total energy	-34741.2056	eV
orbital gap	9.92	eV

Bonds (Å) are listed after each position.
Element x y z (Å)
1 C 0.51 -2.58 5.78  O2 1.391, H7 1.088, H8 1.098, H9 1.097
2 O 0.46 -2.76 4.41  C1 1.391, C3 1.420
3 C 1.26 -3.86 4.00  O2 1.420, C4 1.498, H10 1.096, H11 1.106
4 C 1.24 -3.99 2.51  C3 1.498, C5 1.498, N6 1.479, H12 1.101
5 C 1.83 -5.30 2.10  C4 1.498, H13 1.086, H14 1.092, H15 1.095
6 N 2.06 -2.91 1.91  C4 1.479, H16 1.020, H17 1.023
7 H -0.21 -1.81 6.07  C1 1.088
8 H 1.51 -2.26 6.10  C1 1.098
9 H 0.26 -3.50 6.33  C1 1.097
10 H 2.29 -3.74 4.37  C3 1.096
11 H 0.85 -4.78 4.45  C3 1.106
12 H 0.20 -3.93 2.17  C4 1.101
13 H 1.87 -5.40 1.02  C5 1.086
14 H 1.27 -6.13 2.55  C5 1.092
15 H 2.85 -5.36 2.48  C5 1.095
16 H 1.58 -2.01 1.99  N6 1.020
17 H 2.07 -3.07 0.90  N6 1.023
18 C -1.66 1.39 -2.01  O19 1.405, H24 1.104, H25 1.099, H26 1.089
19 O -1.69 0.88 -3.32  C18 1.405, C20 1.389
20 C -1.47 1.87 -4.27  O19 1.389, C21 1.491, H27 1.101, H28 1.109
21 C -1.56 1.30 -5.64  C20 1.491, C22 1.524, N23 1.468, H29 1.104
22 C -0.60 0.13 -5.83  C21 1.524, H30 1.096, H31 1.093, H32 1.087
23 N -1.28 2.38 -6.59  C21 1.468, H33 1.016, H34 1.015
24 H -2.33 2.26 -1.90  C18 1.104
25 H -0.66 1.70 -1.67  C18 1.099
26 H -2.03 0.63 -1.32  C18 1.089
27 H -2.14 2.74 -4.16  C20 1.101
28 H -0.44 2.28 -4.17  C20 1.109
29 H -2.57 0.88 -5.79  C21 1.104
30 H 0.42 0.41 -5.55  C22 1.096
31 H -0.60 -0.15 -6.89  C22 1.093
32 H -0.87 -0.73 -5.23  C22 1.087
33 H -1.00 1.99 -7.49  N23 1.016
34 H -2.12 2.92 -6.78  N23 1.015
35 C -0.70 4.16 0.25  C36 1.495, H39 1.100, H40 1.092, H41 1.089
36 C -0.72 5.27 1.25  C35 1.495, C37 1.532, O38 1.427, H42 1.092
37 C -1.56 6.45 0.76  C36 1.532, H43 1.096, H44 1.103, H45 1.086
38 O -1.21 4.83 2.51  C36 1.427, H46 0.963
39 H -0.35 4.52 -0.73  C35 1.100
40 H -1.71 3.79 0.06  C35 1.092
41 H -0.02 3.35 0.53  C35 1.089
42 H 0.26 5.70 1.45  C36 1.092
43 H -1.69 7.14 1.60  C37 1.096
44 H -2.59 6.12 0.52  C37 1.103
45 H -1.18 7.01 -0.09  C37 1.086
46 H -2.17 4.82 2.50  O38 0.963
47 C 2.68 -3.52 -2.78  C48 1.511, H51 1.086, H52 1.094, H53 1.094
48 C 2.12 -2.31 -2.07  C47 1.511, C49 1.514, O50 1.410, H54 1.103
49 C 1.68 -1.24 -3.05  C48 1.514, H55 1.092, H56 1.095, H57 1.090
50 O 1.01 -2.75 -1.32  C48 1.410, H58 0.978
51 H 3.09 -4.26 -2.10  C47 1.086
52 H 3.45 -3.20 -3.50  C47 1.094
53 H 1.88 -3.98 -3.36  C47 1.094
54 H 2.89 -1.90 -1.40  C48 1.103
55 H 1.16 -0.42 -2.55  C49 1.092
56 H 0.95 -1.71 -3.72  C49 1.095
57 H 2.50 -0.81 -3.63  C49 1.090
58 H 0.68 -2.00 -0.80  O50 0.978
59 C -1.12 1.55 2.89  C60 1.508, H63 1.094, H64 1.092, H65 1.091
60 C -1.14 0.15 3.44  C59 1.508, C61 1.535, O62 1.428, H66 1.096
61 C -2.44 -0.60 3.13  C60 1.535, H67 1.090, H68 1.092, H69 1.093
62 O -0.03 -0.53 2.86  C60 1.428, H70 0.997
63 H -0.36 2.15 3.38  C59 1.094
64 H -2.05 2.11 3.06  C59 1.092
65 H -0.93 1.54 1.81  C59 1.091
66 H -1.00 0.19 4.53  C60 1.096
67 H -2.57 -1.48 3.75  C61 1.090
68 H -2.44 -0.88 2.07  C61 1.092
69 H -3.31 0.05 3.27  C61 1.093
70 H 0.07 -1.38 3.36  O62 0.997
71 C 1.54 0.64 0.12  O72 1.414, H73 1.094, H74 1.092, H75 1.087
72 O 0.55 -0.38 0.18  C71 1.414, H76 0.974
73 H 1.15 1.48 -0.46  C71 1.094
74 H 1.79 1.00 1.11  C71 1.092
75 H 2.42 0.23 -0.37  C71 1.087
76 H 0.11 -0.36 1.05  O72 0.974

Quick look at the Mulliken charges, all values in e:
1 C -0.938
2 O -0.282
3 C -1.071
4 C 0.919
5 C -1.589
6 N -0.801
7 H 0.279
8 H 0.349
9 H 0.338
10 H 0.414
11 H 0.374
12 H 0.221
13 H 0.379
14 H 0.421
15 H 0.364
16 H 0.175
17 H 0.230
18 C -0.666
19 O -0.331
20 C -0.798
21 C 0.685
22 C -1.396
23 N -0.700
24 H 0.486
25 H 0.089
26 H 0.289
27 H 0.290
28 H 0.294
29 H 0.184
30 H 0.312
31 H 0.458
32 H 0.291
33 H 0.244
34 H 0.253
35 C -0.846
36 C 0.361
37 C -1.438
38 O -0.540
39 H 0.477
40 H 0.282
41 H -0.020
42 H 0.281
43 H 0.368
44 H 0.354
45 H 0.401
46 H 0.340
47 C -1.614
48 C 0.961
49 C -1.051
50 O -0.581
51 H 0.392
52 H 0.345
53 H 0.359
54 H 0.184
55 H -0.032
56 H 0.279
57 H 0.407
58 H 0.298
59 C -0.872
60 C 0.694
61 C -1.401
62 O -0.581
63 H 0.360
64 H 0.382
65 H -0.262
66 H 0.252
67 H 0.357
68 H 0.245
69 H 0.411
70 H 0.403
71 C -0.860
72 O 0.326
73 H 0.095
74 H 0.388
75 H 0.252
76 H 0.081

=====

- Which formula does entry 1 have?
  C4H12